(1)
Here is a molecular structure, C10H26O4Tl in a non-equilibrium geometry from OMol25. Energies are from ωB97M-V/def2-TZVPD.

Geometry as XYZ:
```
41
Properties=species:S:1:pos:R:3:forces:R:3
Tl 30.730080 21.056950 32.316930 0.317 0.943 0.550
C 33.090530 25.022590 33.432750 2.349 0.734 -0.931
C 31.735610 24.745300 33.887040 -1.085 -0.549 0.499
O 31.031820 23.817100 33.121690 0.455 0.126 0.258
H 33.587020 25.791020 34.025310 -0.300 -0.123 0.650
H 33.171950 25.502460 32.457460 -0.210 -0.616 -0.383
H 33.705420 24.128620 33.536770 0.074 0.089 -0.321
H 31.186200 25.680920 33.782790 -0.692 0.233 0.102
H 31.802470 24.473300 34.940440 -0.668 -0.125 0.189
C 25.543700 22.091580 32.781380 0.342 0.459 0.306
C 26.353130 20.952810 32.139810 0.461 1.584 0.824
O 27.777070 21.024980 32.145360 -1.715 -0.354 -0.304
H 24.567470 21.671930 33.024200 -0.187 0.287 -0.330
H 25.486180 22.950220 32.112410 -0.432 -0.286 -0.391
H 25.867740 22.599040 33.690010 0.622 -0.769 0.307
H 25.935750 20.942260 31.132940 0.583 -0.502 -0.671
H 26.030640 20.005710 32.572380 0.444 -0.492 0.166
C 35.717030 21.721580 30.905400 2.293 0.658 -0.710
C 34.542870 22.525320 31.322340 1.558 -0.042 -1.243
C 34.011440 23.419500 30.247400 -0.850 1.221 0.136
O 33.556270 21.589510 31.612380 -3.026 -0.919 1.711
H 35.529400 20.750810 30.446600 -0.318 -0.084 0.086
H 36.440090 21.617520 31.714380 -0.062 -0.358 -0.038
H 36.214380 22.306270 30.131530 0.423 -0.189 -0.041
H 34.864740 23.125200 32.173600 -0.573 -0.227 0.316
H 33.579420 22.831200 29.437860 -0.127 0.098 0.005
H 34.624800 24.210840 29.816500 0.743 -0.485 0.124
H 33.277440 24.026870 30.776980 -0.794 -0.181 -0.463
H 33.764710 20.733600 31.230850 0.516 0.209 0.010
C 29.484120 18.778480 27.818050 -0.991 -1.694 -0.865
C 29.046420 19.012720 29.215270 3.183 1.707 -3.004
C 28.283960 17.912600 29.883500 -1.834 -2.211 2.345
O 30.139110 19.251030 30.029430 -1.919 1.029 1.608
H 30.253830 18.010620 27.740240 0.130 -0.222 0.018
H 29.787720 19.583420 27.148720 -0.033 0.587 0.656
H 28.573600 18.345910 27.403400 0.199 -0.125 -0.731
H 28.305360 19.810910 29.172630 -0.039 0.823 1.064
H 27.959630 18.284980 30.855230 0.120 -0.237 0.131
H 28.835330 16.978590 29.991720 0.342 0.239 -0.084
H 27.366630 17.694800 29.336530 0.094 0.406 -0.542
H 30.968380 18.798270 29.859390 0.606 -0.643 -1.009
```
Forces are in eV/Å.

## Properties
Gap between HOMO and LUMO (alpha / beta): 0.1089 / 0.2839 Ha
⟨S²⟩: 1.7622
DFT total energy: -23650.664 eV
HOMO energy (alpha / beta): -16.0 / -15.8 eV
Spin multiplicity: 2
Total charge: +2


(2)
Here is a molecular structure, C30H28F9GeN3O4PRuS2 in a non-equilibrium geometry from OMol25. Energies are from ωB97M-V/def2-TZVPD.

Geometry as XYZ:
```
79
Properties=species:S:1:pos:R:3:forces:R:3
Ru 0.073204 -0.552490 -0.066425 -0.204 -0.277 1.114
C 2.932756 -2.300493 -5.750551 0.090 -0.012 -0.084
C 1.683509 -1.658837 -5.190561 -0.095 -0.126 0.050
O 1.284584 -2.400621 -4.042676 0.100 0.037 0.072
P 0.626560 -1.737989 -2.705157 0.261 -0.363 -1.087
S 0.794257 -3.114691 -1.330973 0.036 0.325 0.061
S 1.300413 0.112466 -2.453087 -0.132 -0.354 0.244
O -0.905119 -1.519046 -3.161922 -0.402 -0.235 -0.238
C -1.695194 -2.627126 -3.647302 0.091 0.179 0.255
C -2.665253 -3.137526 -2.600435 0.014 0.102 0.061
H 3.279466 -1.742741 -6.628113 -0.017 -0.079 0.085
H 2.736690 -3.334854 -6.044495 0.029 0.062 0.021
H 3.721131 -2.301064 -4.994601 -0.051 0.011 -0.070
H 0.871675 -1.678105 -5.923885 -0.057 0.009 -0.017
H 1.871661 -0.621920 -4.923612 0.008 0.154 0.093
H -1.037874 -3.424308 -3.992230 0.107 -0.065 0.017
H -2.235861 -2.238349 -4.509689 -0.017 0.053 -0.111
H -2.128754 -3.427824 -1.698306 -0.002 -0.016 -0.017
H -3.212873 -3.997976 -3.004459 0.035 0.094 0.045
H -3.375870 -2.355272 -2.320895 0.047 -0.081 -0.053
C -2.913359 0.765434 -2.086585 -0.012 -0.192 -0.207
Ge -1.489796 1.381341 -0.856750 -0.262 0.868 -0.439
C -2.562782 2.672410 0.249225 -0.071 0.004 0.100
C -2.701670 2.549408 1.630030 -0.111 0.184 -0.034
C -3.470633 3.448401 2.369334 0.008 0.010 -0.070
C -4.119459 4.498522 1.730900 0.098 -0.124 -0.084
C -3.992619 4.640984 0.350378 0.079 -0.120 0.045
C -3.224347 3.737985 -0.378431 0.003 -0.047 0.171
C -0.559649 2.787707 -1.940673 0.113 0.154 0.186
C -0.935761 3.054105 -3.231151 0.019 0.086 -0.104
C -0.364272 4.115877 -3.979232 -0.056 -0.110 0.081
C 0.601621 4.905481 -3.429488 0.028 -0.048 0.093
C 1.051248 4.663000 -2.103916 -0.019 -0.085 0.049
C 2.074014 5.455271 -1.518159 -0.075 -0.078 -0.049
C 2.502882 5.214453 -0.245134 -0.058 -0.105 0.066
C 1.925566 4.167187 0.512203 0.050 0.124 -0.096
C 0.939659 3.389257 -0.024482 -0.110 0.002 -0.153
C 0.467803 3.603558 -1.353640 0.019 0.060 -0.052
H -3.658809 1.555558 -2.224543 0.058 -0.076 -0.021
H -3.391422 -0.113166 -1.642715 0.020 0.114 -0.048
H -2.490547 0.469699 -3.054030 -0.099 0.011 0.202
H -2.182685 1.746207 2.126182 0.092 -0.121 0.134
H -3.553664 3.327204 3.446517 0.017 0.008 -0.100
H -4.713927 5.203635 2.300789 -0.003 0.005 0.000
H -4.489056 5.460924 -0.157958 0.002 0.000 0.001
H -3.129506 3.874516 -1.453303 0.015 -0.019 0.070
H -1.692372 2.434495 -3.705580 0.051 0.095 0.025
H -0.706108 4.302508 -4.992152 0.012 -0.028 0.003
H 1.043272 5.722290 -3.992138 0.000 -0.017 0.013
H 2.517148 6.250127 -2.110722 -0.017 -0.005 0.017
H 3.291875 5.818529 0.187104 0.001 0.006 0.010
H 2.268876 3.975202 1.520351 0.005 -0.007 -0.010
H 0.515321 2.592568 0.579745 -0.007 -0.013 -0.052
C -2.548676 -1.547012 1.127841 0.108 0.014 -0.354
O -1.565852 -1.737817 0.123684 -0.233 0.385 0.694
H -3.558101 -1.639268 0.701999 0.031 -0.039 -0.149
H -2.501351 -0.568956 1.618815 0.147 0.023 -0.085
H -2.469306 -2.302133 1.916655 0.140 -0.101 -0.005
N 2.234459 -0.725251 0.503424 -0.025 0.001 -0.008
C 3.033719 -1.540388 0.697921 0.541 -0.206 -0.045
C 4.027476 -2.488998 0.944421 0.258 -0.236 0.050
C 4.046791 -3.228625 2.168896 0.008 0.272 -0.369
N 4.095152 -3.836124 3.152897 -0.014 0.100 -0.192
C 5.050851 -2.730687 -0.025399 -0.370 0.074 0.330
N 5.897322 -2.935659 -0.787249 -0.116 0.034 0.105
F -0.513740 0.047164 5.647068 -0.025 0.233 -0.209
C -0.755431 0.575494 4.423227 0.082 -0.037 -0.322
F -2.004138 0.217678 4.089663 0.131 0.205 0.066
F -0.742708 1.918066 4.557105 -0.091 -0.295 0.024
C 0.276499 0.111223 3.314749 0.021 0.173 -0.098
O -0.159859 0.437458 2.077534 0.219 -0.745 0.597
C 0.498398 -1.441630 3.570099 -0.018 0.069 -0.311
F 0.870225 -2.058013 2.446668 -0.139 0.011 0.258
F 1.435912 -1.701437 4.502242 -0.294 0.087 -0.081
F -0.645356 -2.035785 3.977833 0.198 0.015 -0.058
C 1.638619 0.852405 3.623426 -0.186 -0.066 -0.299
F 1.591699 2.094128 3.111703 0.146 -0.200 0.247
F 1.907830 0.970272 4.946234 0.010 0.061 -0.231
F 2.678157 0.223692 3.059377 -0.157 0.211 0.258
```
Forces are in eV/Å.

## Properties
Relative energy (zero: lowest compared OMol25 entry of this formula, charge and spin): 0.612 eV
Gap between HOMO and LUMO (alpha / beta): 0.2248 / 0.2653 Ha
⟨S²⟩: 8.7637
DFT total energy: -158742.749 eV
HOMO energy (alpha / beta): -1.8 / -3.0 eV
Spin multiplicity: 6
Total charge: -2